The following is a DFT calculation (ωB97M-V with the def2-TZVPD basis set) of a structure of composition C28H108F2N2O29S2 in a non-equilibrium geometry.

Values from the calculation:
- E_LUMO: 0.31 eV
- Kohn-Sham gap: 0.35912 hartree
- Calculated total energy: -4418.744228 Eh
- Highest occupied orbital energy: -0.348 Eh
- Molecular weight: 1039.29 g/mol

Structure (ORCA input):
```
! RIJCOSX wB97M-V def2-TZVPD def2/J DEFGRID3
* xyz 0 1
C 12.93 18.39 14.30
C 13.51 18.90 15.66
C 12.75 20.16 16.05
O 12.98 20.64 17.35
C 13.95 21.64 17.47
N 13.21 17.84 16.63
H 13.52 16.94 16.31
H 13.55 17.99 17.63
H 12.16 17.79 16.75
H 13.22 17.32 14.27
H 13.42 18.91 13.48
H 11.87 18.56 14.32
H 14.63 19.05 15.72
H 11.69 19.96 16.01
H 12.99 20.86 15.24
H 14.12 22.26 16.55
H 14.90 21.17 17.77
H 13.63 22.29 18.26
N 13.72 14.82 15.60
S 13.96 14.14 14.24
O 13.76 15.08 13.19
O 13.27 12.86 14.12
F 15.58 13.99 14.22
S 13.17 13.99 16.89
O 14.22 13.73 17.83
O 12.24 12.90 16.61
F 12.38 15.07 17.48
C 13.53 10.00 17.65
O 14.08 10.43 16.42
H 12.54 9.48 17.53
H 14.20 9.39 18.20
H 13.30 10.76 18.38
H 13.33 10.71 15.87
C 17.08 17.21 18.85
O 15.95 16.50 18.31
H 17.47 17.88 18.04
H 16.68 17.77 19.71
H 17.93 16.50 19.21
H 15.97 15.56 18.53
C 7.68 9.52 19.62
O 8.95 9.88 19.12
H 7.24 8.93 18.85
H 7.64 8.92 20.53
H 7.17 10.46 19.83
H 9.66 9.24 19.34
C 9.41 13.47 18.33
O 8.15 14.28 18.28
H 10.18 14.12 18.67
H 9.30 12.56 18.92
H 9.64 13.21 17.31
H 7.42 13.81 18.75
C 14.32 14.57 22.41
O 14.13 13.40 21.63
H 14.89 14.56 23.40
H 14.86 15.36 21.80
H 13.32 14.97 22.59
H 14.95 13.18 21.18
C 17.68 10.60 17.01
O 16.75 11.67 16.54
H 17.13 9.65 16.97
H 18.50 10.63 16.30
H 18.11 10.90 18.02
H 15.80 11.55 16.69
C 11.17 16.23 10.42
O 9.77 16.16 10.69
H 11.48 17.28 10.32
H 11.67 15.85 11.32
H 11.57 15.59 9.58
H 9.44 16.48 9.84
C 17.87 12.42 12.99
O 18.43 12.17 14.28
H 18.67 12.35 12.30
H 17.21 11.60 12.70
H 17.43 13.40 12.90
H 17.74 12.28 14.96
C 9.22 14.40 14.67
O 9.22 15.26 15.76
H 9.89 13.57 14.88
H 8.28 14.01 14.36
H 9.68 15.00 13.82
H 8.60 14.87 16.38
C 6.51 17.38 22.38
O 7.01 16.09 22.72
H 5.43 17.28 22.46
H 6.78 18.13 23.18
H 6.88 17.76 21.46
H 7.60 15.80 22.03
C 10.68 10.87 14.21
O 11.58 9.73 14.13
H 9.67 10.44 14.22
H 10.84 11.47 15.15
H 10.75 11.44 13.27
H 11.01 9.02 14.42
C 13.83 18.59 20.54
O 13.98 18.11 19.21
H 13.89 17.70 21.17
H 14.57 19.31 20.84
H 12.84 18.97 20.59
H 14.68 17.43 19.12
C 13.82 19.26 8.89
O 13.48 18.41 10.03
H 12.84 19.37 8.37
H 14.13 20.24 9.17
H 14.53 18.83 8.23
H 14.30 17.92 10.32
C 16.23 15.37 10.54
O 16.35 16.76 10.84
H 17.23 14.92 10.27
H 15.88 14.80 11.40
H 15.58 15.28 9.70
H 16.86 16.83 11.63
C 19.85 14.02 20.47
O 19.30 13.00 19.65
H 20.80 14.40 19.95
H 19.17 14.85 20.64
H 20.24 13.54 21.36
H 18.82 13.42 18.89
C 11.28 12.10 20.88
O 12.22 11.40 21.71
H 10.45 11.52 20.53
H 10.91 12.97 21.42
H 11.71 12.56 19.97
H 13.03 12.04 21.74
C 15.97 11.08 19.89
O 16.47 12.20 20.58
H 15.96 11.18 18.81
H 16.56 10.20 20.15
H 14.95 10.94 20.27
H 17.39 12.39 20.34
C 14.20 10.17 11.32
O 14.26 9.57 12.60
H 14.71 9.56 10.53
H 13.16 10.24 10.99
H 14.67 11.13 11.34
H 13.60 10.02 13.07
C 9.75 11.12 10.60
O 9.86 12.27 11.41
H 8.98 11.23 9.90
H 10.69 10.88 10.13
H 9.44 10.24 11.22
H 9.50 13.03 10.95
C 10.04 16.78 20.79
O 8.77 16.32 20.35
H 10.70 15.97 21.17
H 10.68 17.37 20.13
H 9.84 17.46 21.59
H 8.87 15.77 19.55
C 11.26 8.19 21.33
O 11.47 8.51 19.96
H 12.09 8.61 21.94
H 10.29 8.67 21.64
H 11.22 7.12 21.47
H 11.98 9.31 19.92
C 18.15 14.66 16.82
O 17.52 14.00 17.89
H 18.66 14.05 16.11
H 17.50 15.28 16.20
H 18.99 15.20 17.31
H 17.12 13.15 17.61
C 9.14 18.21 17.19
O 10.29 17.58 16.43
H 9.62 19.07 17.70
H 8.29 18.45 16.51
H 8.78 17.49 17.93
H 10.10 16.67 16.09
C 16.46 17.47 14.42
O 16.67 17.82 15.76
H 16.50 18.36 13.79
H 17.20 16.74 14.09
H 15.51 17.00 14.26
H 16.24 17.17 16.27
*
```

Löwdin atomic charge list, values in e, 5 entries: C 0.00; C -0.31; C -0.20; O -0.17; C -0.10